# 1
Formula: C4H11NO2S
Source: OMol25
Level of theory: ωB97M-V/def2-TZVPD

Properties
- Structure (SMILES): N[C@@H](C=O)CCS.O
- HOMO-LUMO gap: 9.898 eV
- Relative energy (zero: lowest compared OMol25 entry of this formula, charge and spin): 1.526 eV
- Total charge: 0
- E: -762.39326 hartree
- Max |F|: 2.19 eV/Å

```
19
C4H11NO2S ωB97M-V/def2-TZVPD
S 0.61 -2.52 -1.30
O -3.15 2.08 -0.85
O -0.08 2.85 0.73
N -0.46 0.06 1.61
C 0.40 1.90 0.18
C 1.35 -1.82 0.26
C 1.48 -0.29 0.34
C 0.13 0.43 0.33
H 2.03 -0.20 1.28
H -2.86 2.02 0.06
H -0.53 0.18 -0.52
H 0.63 -2.08 1.04
H -0.40 -3.00 -0.60
H -1.45 0.10 1.72
H 2.10 0.04 -0.50
H 0.10 0.34 2.39
H 1.33 2.09 -0.42
H 2.27 -2.38 0.45
H -3.95 2.62 -0.75
```

# 2
Formula: C6H15CdClINO2
Source: OMol25
Level of theory: ωB97M-V/def2-TZVPD

Properties
- HOMO-LUMO gap (spin up / spin down): 10.064 / 4.675 eV
- Total charge: +1
- E: -1368.15578 hartree
- ⟨S²⟩: 0.753
- Spin multiplicity: 2
- Max |F|: 4.14 eV/Å

```
27
C6H15CdClINO2 ωB97M-V/def2-TZVPD
I 2.36 -1.88 -0.97
Cd 0.48 -0.09 -0.83
Cl -0.29 1.42 -2.56
O 1.62 1.37 -0.01
O -1.09 -1.40 -1.08
N -0.67 0.15 0.93
C 1.09 1.75 1.26
C -1.95 -1.68 0.07
C 0.39 0.55 1.82
C -1.63 -1.82 -2.35
C 2.67 2.22 -0.50
C -1.15 -1.16 1.32
H -2.27 -2.70 0.24
H -2.33 -1.03 -2.61
H -1.77 -1.14 2.22
H 0.07 0.77 2.84
H 2.60 3.19 -0.02
H -1.41 0.78 1.21
H -0.91 -1.72 -3.16
H 1.10 -0.27 1.92
H 3.62 1.78 -0.20
H 2.66 2.22 -1.59
H 0.41 2.59 1.13
H -2.94 -1.24 -0.03
H -0.44 -1.99 1.41
H -2.13 -2.79 -2.33
H 1.92 2.11 1.88
```

# 3
Formula: C22H25MgN7O2
Source: OMol25
Level of theory: ωB97M-V/def2-TZVPD

Properties
- HOMO-LUMO gap: 6.783 eV
- Total charge: 0
- E: -1587.39093 hartree
- Max |F|: 0.45 eV/Å

```
57
C22H25MgN7O2 ωB97M-V/def2-TZVPD
Mg -0.07 -0.10 -0.03
O 3.33 -0.42 2.29
O -2.61 -3.48 0.19
N -0.47 -0.69 -2.25
N -2.41 0.09 0.05
N -0.03 1.89 -1.25
N 2.34 0.34 -1.33
N -0.78 -2.03 0.24
N 1.34 -0.96 1.20
N 0.32 1.41 1.70
C 1.28 2.56 -1.26
C 0.29 -4.27 0.07
C 1.49 -2.32 0.88
C -3.23 1.14 0.06
C 2.16 1.98 3.12
C -0.64 1.72 -2.58
C 1.52 3.15 3.50
C -4.60 1.05 0.19
C -0.27 0.38 -3.22
C -2.96 -1.14 0.17
C -4.33 -1.32 0.30
C 2.39 1.70 -1.87
C 0.30 -2.92 0.38
C -0.28 2.54 2.08
C 2.61 -4.44 0.71
C 2.64 -3.09 1.04
C -5.16 -0.21 0.32
C -2.05 -2.38 0.20
C 0.27 3.44 2.98
C 1.46 -5.03 0.23
C 1.52 1.13 2.23
C 2.17 -0.22 1.89
H -1.43 -1.01 -2.23
H 3.51 -5.04 0.83
H 1.53 2.79 -0.22
H 3.53 -2.62 1.44
H 3.13 1.69 3.50
H -0.37 2.54 -3.25
H -0.64 2.46 -0.68
H -0.62 -4.73 -0.28
H 2.26 1.65 -2.95
H 2.83 0.28 -0.44
H -6.23 -0.33 0.43
H 0.10 -1.51 -2.45
H -4.69 -2.33 0.39
H -1.72 1.75 -2.45
H 1.99 3.83 4.21
H -1.26 2.74 1.65
H 2.82 -0.31 -1.94
H -0.86 0.25 -4.13
H 1.44 -6.08 -0.02
H -5.20 1.95 0.20
H 0.77 0.37 -3.52
H 3.34 2.21 -1.69
H 1.24 3.51 -1.80
H -2.76 2.12 -0.06
H -0.27 4.33 3.26
```

# 4
Formula: C12H12N2O
Source: OMol25
Level of theory: ωB97M-V/def2-TZVPD

Properties
- HOMO-LUMO gap (spin up / spin down): 6.428 / 6.322 eV
- Relative energy (zero: lowest compared OMol25 entry of this formula, charge and spin): 4.556 eV
- Total charge: 0
- E: -649.04992 hartree
- Max |F|: 4.01 eV/Å

```
27
C12H12N2O ωB97M-V/def2-TZVPD
O 1.61 0.38 2.55
N -1.18 -0.34 2.46
N -0.05 -0.35 -1.82
C 1.06 2.20 -0.32
C 1.50 0.52 1.38
C 1.81 1.18 0.19
C 0.40 -0.66 -3.07
C 1.02 -2.23 -1.60
C -0.93 -0.37 1.11
C 1.02 -1.89 -2.96
C -2.42 1.25 1.70
C 0.30 -1.23 -0.88
C 0.10 -1.16 0.56
C -1.89 0.71 2.84
C -1.80 0.58 0.56
H 0.40 2.79 0.36
H 2.23 0.57 -0.60
H -3.34 1.79 1.75
H 1.69 -2.50 -3.59
H 1.29 2.36 -1.37
H -0.80 0.32 -1.77
H 0.18 0.05 -3.75
H -0.50 -0.92 2.90
H 1.56 -3.04 -1.26
H -2.03 0.89 3.87
H 0.62 -1.86 1.16
H -1.85 0.96 -0.41
```

# 5
Formula: C3H35NO13S2
Source: OMol25
Level of theory: ωB97M-V/def2-TZVPD

Properties
- HOMO-LUMO gap: 9.333 eV
- Relative energy (zero: lowest compared OMol25 entry of this formula, charge and spin): 0.000 eV
- Total charge: 0
- E: -1964.58382 hartree
- Max |F|: 4.72 eV/Å

```
54
C3H35NO13S2 ωB97M-V/def2-TZVPD
S -3.12 -0.31 -3.01
S -1.22 -0.89 -2.93
O 3.18 0.69 -2.79
O 0.55 3.32 0.09
O 2.57 1.57 -0.35
O -0.97 -2.79 1.35
O 1.70 -2.95 1.77
O -0.89 2.68 2.26
O -1.77 2.91 -1.15
O 3.07 -1.72 -1.64
O -4.33 -0.64 0.41
O -3.05 1.69 0.86
O -2.19 -0.53 2.11
O 0.68 -3.37 -0.69
O 3.75 -0.59 0.71
N 0.71 -0.37 0.30
C -0.54 0.07 -0.36
C -0.29 0.22 -1.84
C 0.80 -0.02 1.75
H -0.11 -2.83 1.83
H -1.10 1.74 2.21
H -1.39 -1.95 1.57
H -3.78 1.09 0.55
H -0.86 3.08 -0.75
H 0.86 -1.37 0.21
H -3.59 -1.16 0.62
H -1.73 3.18 2.11
H 1.35 2.77 -0.06
H 4.66 -0.39 0.86
H 0.82 1.04 1.90
H 1.65 -3.46 0.96
H -4.64 -0.91 -0.44
H -0.06 -3.21 -0.10
H -2.12 3.81 -1.35
H -2.47 0.27 1.67
H 2.88 1.53 -1.27
H 0.34 -3.89 -1.38
H -2.57 2.10 0.09
H 2.26 -2.19 -1.44
H 1.89 0.93 -0.33
H 0.21 3.14 0.93
H 2.41 -2.30 1.66
H -2.83 -0.69 2.83
H -3.19 0.71 -3.82
H -1.33 -0.62 -0.09
H 0.76 -0.01 -2.04
H -0.86 1.02 0.16
H -0.03 -0.42 2.37
H 1.73 -0.43 2.17
H 3.14 -0.22 -2.42
H 3.34 0.19 0.49
H 2.70 0.65 -3.68
H -0.39 1.27 -2.14
H 3.39 -1.43 -0.73
```

# 6
Formula: C27H21N3O4
Source: OMol25
Level of theory: ωB97M-V/def2-TZVPD

Properties
- HOMO-LUMO gap: 2.627 eV
- Relative energy (zero: lowest compared OMol25 entry of this formula, charge and spin): 2.959 eV
- Total charge: 0
- E: -1506.44878 hartree
- Max |F|: 1.23 eV/Å

```
55
C27H21N3O4 ωB97M-V/def2-TZVPD
O 7.10 -2.15 2.19
O 7.48 -2.62 0.10
O -1.22 0.12 -6.03
O 0.69 0.96 -6.66
N -3.74 0.08 1.30
N -0.07 0.53 -5.78
N 6.77 -2.14 0.99
C -2.03 -3.20 1.62
C 0.39 0.51 -4.41
C -1.45 -0.50 1.94
C 3.09 -0.32 -0.10
C 3.51 -0.36 1.25
C 5.50 -1.53 0.62
C -0.44 0.06 -3.40
C 2.15 0.84 -2.82
C -3.01 -2.26 1.38
C 3.93 -0.91 -1.07
C 1.33 0.36 -1.78
C -2.15 1.84 1.88
C -1.17 0.86 2.11
C -3.46 1.44 1.47
C -0.75 -2.81 2.02
C 0.00 0.01 -2.10
C -2.75 -0.90 1.53
C 1.80 0.17 -0.44
C -2.82 4.16 1.84
C -0.46 -1.48 2.18
C 4.70 -0.95 1.59
C -4.10 3.78 1.44
C 1.68 0.92 -4.10
C -4.40 2.45 1.26
C 5.10 -1.51 -0.70
C -5.08 -0.38 0.91
C -1.87 3.21 2.06
H -0.88 3.50 2.37
H 5.02 -0.99 2.62
H -5.03 -0.94 -0.02
H -5.50 -1.02 1.68
H -0.65 -0.34 -1.32
H -2.25 -4.25 1.51
H -1.43 -0.28 -3.65
H -3.98 -2.59 1.08
H 3.61 -0.94 -2.09
H -5.40 2.20 0.96
H -2.59 5.20 1.97
H 2.89 0.08 2.01
H -4.85 4.53 1.27
H 5.71 -2.01 -1.44
H -0.20 1.17 2.43
H 3.15 1.17 -2.59
H 0.52 -1.18 2.49
H 0.00 -3.56 2.21
H -5.78 0.43 0.76
H 2.30 1.30 -4.90
H 1.08 0.24 0.35
```